# 1
C10H22B2FNO5S | ωB97M-V/def2-TZVPD

Values from the calculation:
Strongest force on any atom, hartree/bohr: 0.0556
SMILES: COB(O)B(N=C=S)[C@H](C)F.COCCOCCOC
HOMO energy, eV: -9.106

Last column: natural (NBO) charge in e.
Atoms and positions in Å:
C  -5.41  1.55  3.34  -0.26
O  -4.76  2.77  2.96  -0.73
B  -4.81  3.03  1.58  0.91
O  -5.98  3.40  0.88  -0.90
B  -3.40  2.97  0.64  0.61
N  -2.38  4.04  0.84  -0.65
C  -1.88  3.98  1.93  0.26
S  -0.96  3.46  3.14  -0.03
C  -3.13  1.85  -0.48  -0.09
C  -1.80  1.05  -0.22  -0.65
F  -3.10  2.46  -1.77  -0.37
H  -6.26  1.25  2.67  0.16
H  -4.69  0.70  3.38  0.18
H  -5.80  1.70  4.37  0.20
H  -6.72  2.80  1.09  0.49
H  -4.01  1.16  -0.49  0.17
H  -2.07  0.07  0.21  0.22
H  -1.19  1.58  0.55  0.21
H  -1.24  0.98  -1.18  0.25
C  3.84  -3.65  0.86  -0.25
O  3.83  -3.22  -0.48  -0.55
C  2.73  -3.67  -1.25  -0.09
C  1.90  -2.54  -1.86  -0.08
O  1.27  -1.62  -0.98  -0.54
C  2.09  -0.82  -0.14  -0.08
C  3.07  0.15  -0.78  -0.09
O  4.05  -0.49  -1.59  -0.55
C  4.08  -0.07  -2.94  -0.25
H  4.50  -4.51  0.97  0.18
H  4.23  -2.83  1.48  0.18
H  2.84  -3.90  1.23  0.17
H  2.08  -4.33  -0.67  0.17
H  3.14  -4.26  -2.08  0.18
H  1.08  -3.02  -2.41  0.19
H  2.46  -2.01  -2.63  0.17
H  2.58  -1.45  0.61  0.17
H  1.38  -0.21  0.44  0.19
H  3.61  0.65  0.03  0.18
H  2.53  0.92  -1.34  0.17
H  3.13  0.38  -3.26  0.17
H  4.27  -0.95  -3.56  0.18
H  4.89  0.64  -3.09  0.18

# 2
C29H61N4O8S | ωB97M-V/def2-TZVPD

Values from the calculation:
Expectation value of S²: 0.75
Strongest force on any atom, hartree/bohr: 0.1349
ΔE to the lowest compared entry with this formula, charge and spin, eV: 2.932
HOMO energy (alpha / beta), eV: -9.045 / -9.049
2S+1: 2

Last column: Löwdin charge in e.
Atoms and positions in Å:
C  6.94  2.21  -5.63  -0.05
C  6.74  1.72  -4.08  -0.44
C  8.17  1.93  -3.39  -0.06
C  5.74  2.79  -3.42  -0.09
C  4.19  2.27  -3.32  -0.38
C  3.63  2.04  -4.82  -0.12
C  2.03  2.05  -4.93  -0.26
N  1.67  2.09  -6.40  -0.03
C  3.42  3.44  -2.52  -0.16
C  2.11  2.96  -1.73  -0.21
C  1.01  4.13  -1.86  -0.26
C  -0.43  3.77  -1.28  -0.46
S  -1.04  2.08  -1.75  0.90
C  -1.50  2.03  -3.52  -0.50
N  -1.16  0.94  -4.41  -0.03
N  -1.66  1.12  -5.68  0.03
C  -2.33  2.37  -5.56  -0.12
O  -2.27  2.97  -4.29  -0.05
C  4.26  0.87  -2.55  -0.08
C  5.40  -0.14  -3.04  -0.43
C  6.19  -0.67  -1.74  -0.05
C  4.60  -1.45  -3.61  -0.04
N  6.25  0.32  -4.17  -0.11
O  7.35  -0.44  -4.12  -0.02
H  7.97  1.87  -6.04  0.09
H  6.15  1.66  -6.25  0.08
H  6.81  3.34  -5.76  0.08
H  9.02  1.62  -4.10  0.09
H  8.30  3.07  -3.27  0.10
H  8.27  1.49  -2.35  0.07
H  6.07  3.04  -2.36  0.12
H  5.68  3.78  -4.00  0.13
H  4.00  2.92  -5.47  0.12
H  3.97  1.03  -5.26  0.12
H  1.53  1.12  -4.49  0.11
H  1.55  3.00  -4.48  0.10
H  0.70  2.40  -6.52  0.04
H  2.26  2.80  -6.87  0.06
H  4.15  3.89  -1.77  0.12
H  3.13  4.28  -3.26  0.12
H  2.39  2.90  -0.61  0.13
H  1.76  1.95  -2.14  0.07
H  0.97  4.53  -2.94  0.10
H  1.41  5.02  -1.24  0.12
H  -0.47  3.84  -0.13  0.09
H  -1.17  4.57  -1.65  0.09
H  -2.92  2.93  -6.35  0.14
H  4.43  1.10  -1.44  0.12
H  3.20  0.41  -2.60  0.12
H  6.53  -1.75  -1.95  0.09
H  7.02  0.01  -1.37  0.08
H  5.40  -0.77  -0.90  0.10
H  4.38  -1.26  -4.71  0.09
H  3.63  -1.64  -3.05  0.08
H  5.28  -2.38  -3.58  0.09
C  -4.70  1.78  1.41  -0.11
O  -5.01  2.54  0.25  -0.19
C  -4.79  1.82  -0.95  -0.21
C  -6.10  1.32  -1.55  -0.20
O  -6.69  0.31  -0.73  -0.19
C  -7.78  0.79  0.04  -0.11
H  -5.05  2.32  2.29  0.09
H  -5.18  0.80  1.39  0.07
H  -3.61  1.65  1.48  0.09
H  -4.09  0.99  -0.79  0.12
H  -4.33  2.52  -1.66  0.11
H  -5.90  0.87  -2.52  0.12
H  -6.80  2.15  -1.71  0.13
H  -8.63  0.99  -0.62  0.09
H  -7.51  1.70  0.59  0.08
H  -8.06  0.02  0.75  0.09
C  -3.77  -1.85  3.09  -0.10
O  -4.40  -0.67  3.57  -0.21
C  -5.58  -0.95  4.31  -0.20
C  -5.35  -0.82  5.80  -0.20
O  -4.49  -1.85  6.28  -0.20
C  -3.16  -1.38  6.52  -0.11
H  -2.79  -1.58  2.69  0.09
H  -3.62  -2.58  3.89  0.08
H  -4.37  -2.29  2.29  0.09
H  -5.98  -1.94  4.06  0.13
H  -6.33  -0.21  4.00  0.12
H  -6.30  -0.94  6.32  0.12
H  -4.95  0.17  6.05  0.13
H  -3.15  -0.73  7.40  0.09
H  -2.77  -0.84  5.66  0.08
H  -2.53  -2.25  6.71  0.08
C  -1.11  -7.06  5.58  -0.11
O  -1.73  -5.88  6.06  -0.20
C  -2.92  -6.15  6.80  -0.20
C  -2.69  -6.02  8.30  -0.20
O  -1.83  -7.06  8.77  -0.19
C  -0.51  -6.60  9.01  -0.11
H  -0.13  -6.79  5.18  0.09
H  -0.97  -7.79  6.38  0.08
H  -1.71  -7.50  4.78  0.09
H  -3.32  -7.14  6.55  0.13
H  -3.67  -5.41  6.49  0.12
H  -3.64  -6.14  8.81  0.12
H  -2.28  -5.04  8.54  0.12
H  -0.49  -5.95  9.89  0.09
H  -0.11  -6.06  8.15  0.08
H  0.13  -7.46  9.20  0.09

# 3
C3H8O2 | ωB97M-V/def2-TZVPD

Values from the calculation:
Strongest force on any atom, hartree/bohr: 0.0763
ΔE to the lowest compared entry with this formula, charge and spin, eV: 4.680
HOMO energy, eV: -8.497

Last column: natural (NBO) charge in e.
Atoms and positions in Å:
C  -1.17  -0.26  1.65  -0.59
C  -0.43  0.23  0.64  0.24
O  -0.73  0.03  -0.72  -0.71
C  0.71  1.07  0.76  -0.42
H  -0.87  0.07  2.63  0.21
H  -2.05  -0.87  1.45  0.21
H  -1.37  -0.69  -0.62  0.49
H  1.26  -0.60  0.35  0.14
H  0.84  1.59  1.69  0.23
H  0.95  1.55  -0.18  0.23
H  1.51  -0.55  -3.13  0.47
H  0.49  -0.52  -1.90  0.49
O  0.86  -1.04  -2.63  -0.98

# 4
C3H8N3O | ωB97M-V/def2-TZVPD

Values from the calculation:
Strongest force on any atom, hartree/bohr: 0.0725
SMILES: O=N[C@@H]1CC[NH2+]N1
ΔE to the lowest compared entry with this formula, charge and spin, eV: 5.230
Charge: +1
HOMO energy, eV: -13.472

Last column: natural (NBO) charge in e.
Atoms and positions in Å:
O  -3.54  -0.27  -0.04  -0.20
N  -2.48  0.17  0.35  0.11
C  -1.35  0.10  -0.50  -0.01
C  -0.49  -1.00  0.12  -0.44
C  0.91  -0.33  0.28  -0.21
N  0.51  1.10  0.59  -0.37
N  -0.53  1.32  -0.35  -0.43
H  -1.58  0.00  -1.68  0.24
H  -0.64  -1.83  -0.46  0.27
H  -0.81  -1.24  1.11  0.24
H  1.52  -0.78  1.01  0.25
H  1.49  -0.16  -0.74  0.23
H  0.14  1.18  1.59  0.45
H  1.22  1.85  0.39  0.46
H  -0.03  1.61  -1.26  0.40

# 5
C15H16FNO3S | ωB97M-V/def2-TZVPD

Values from the calculation:
Strongest force on any atom, hartree/bohr: 0.0274
ΔE to the lowest compared entry with this formula, charge and spin, eV: 1.902
HOMO energy, eV: -8.916

Last column: natural (NBO) charge in e.
Atoms and positions in Å:
C  -3.75  -2.75  -2.70  -0.64
C  -4.04  -1.29  -2.37  -0.07
O  -3.72  -1.00  -0.95  -0.50
C  -3.47  0.29  -0.64  0.75
C  -2.56  0.38  0.59  -0.05
S  -2.18  1.93  1.65  1.23
C  -0.54  2.42  1.08  -0.26
C  -0.51  3.01  -0.18  -0.15
C  0.68  3.55  -0.67  -0.23
C  1.86  3.43  0.07  -0.19
C  1.85  2.72  1.27  -0.21
C  0.66  2.21  1.79  -0.19
O  -1.86  1.34  2.98  -0.97
O  -3.72  1.26  -1.31  -0.57
H  -4.42  -3.03  -3.52  0.22
H  -2.73  -2.81  -3.09  0.21
H  -3.88  -3.46  -1.88  0.23
H  -3.40  -0.65  -2.97  0.20
H  -5.09  -1.06  -2.59  0.19
H  -2.92  -0.28  1.38  0.21
H  -1.44  3.02  -0.75  0.22
H  0.67  4.05  -1.63  0.22
H  2.79  3.87  -0.30  0.22
H  2.78  2.56  1.82  0.22
H  0.61  1.65  2.71  0.25
F  -1.33  -0.02  0.15  -0.33
N  2.19  -1.30  0.85  -0.42
C  2.61  -2.03  -0.17  0.04
C  3.88  -2.66  -0.14  -0.25
C  4.70  -2.46  0.98  -0.19
C  4.22  -1.66  2.03  -0.25
C  2.94  -1.07  1.91  0.04
H  1.96  -2.14  -1.05  0.20
H  4.15  -3.26  -1.00  0.22
H  5.69  -2.90  1.02  0.22
H  4.77  -1.45  2.94  0.22
H  2.55  -0.41  2.69  0.19

# 6
C4H14N3 | ωB97M-V/def2-TZVPD

Values from the calculation:
Strongest force on any atom, hartree/bohr: 0.0217
ΔE to the lowest compared entry with this formula, charge and spin, eV: 1.276
Charge: +1
HOMO energy, eV: -12.273

Last column: natural (NBO) charge in e.
Atoms and positions in Å:
C  2.49  -0.35  -0.85  -0.62
C  1.25  -1.17  -1.16  -0.22
N  0.18  -0.31  -1.75  -0.79
H  2.31  0.41  -0.10  0.19
H  3.25  -1.04  -0.47  0.25
H  2.88  0.14  -1.75  0.22
H  1.52  -2.00  -1.80  0.21
H  0.82  -1.53  -0.23  0.20
H  0.50  0.02  -2.66  0.40
H  -0.67  -0.84  -1.90  0.40
C  -0.74  0.60  1.19  -0.20
C  -2.00  0.53  1.65  0.03
N  -2.45  -0.43  2.53  -0.78
N  -0.41  1.46  0.07  -0.76
H  0.09  0.08  1.64  0.22
H  -2.70  1.31  1.37  0.20
H  -3.46  -0.47  2.57  0.40
H  -2.07  -1.35  2.40  0.39
H  -0.05  0.77  -0.89  0.44
H  0.42  2.05  0.21  0.41
H  -1.16  2.13  -0.07  0.42

# 7
C2H9N2O | ωB97M-V/def2-TZVPD

Values from the calculation:
Strongest force on any atom, hartree/bohr: 0.1339
ΔE to the lowest compared entry with this formula, charge and spin, eV: 2.235
Charge: +1
HOMO energy, eV: -14.887

Last column: natural (NBO) charge in e.
Atoms and positions in Å:
C  0.36  1.32  0.44  -0.67
C  -0.43  0.01  0.08  0.66
N  -1.00  -0.02  -1.20  -0.83
N  0.96  -1.24  -0.03  -0.85
O  -1.27  -0.42  1.00  -0.65
H  0.41  1.55  1.43  0.24
H  -0.22  2.19  -0.04  0.27
H  1.38  1.16  0.03  0.22
H  -0.58  0.46  -1.88  0.40
H  -1.84  -0.69  -1.36  0.44
H  1.74  -0.87  0.47  0.42
H  0.47  -1.99  0.29  0.41
H  1.16  -1.34  -1.08  0.43
H  -1.15  -0.12  1.83  0.51

# 8
C6H18NSi2 | ωB97M-V/def2-TZVPD

Values from the calculation:
Strongest force on any atom, hartree/bohr: 0.0994
ΔE to the lowest compared entry with this formula, charge and spin, eV: 2.911
Charge: +1
HOMO energy, eV: -13.803

Last column: natural (NBO) charge in e.
Atoms and positions in Å:
C  1.02  0.86  0.58  -0.24
C  -0.22  0.12  0.35  -0.20
C  2.62  0.38  -0.61  -0.55
C  -1.50  0.52  1.15  -0.63
C  -1.39  -0.37  -2.37  -1.18
C  -1.65  -2.57  -0.06  -1.09
N  0.81  -0.25  1.48  -0.60
Si  1.26  2.72  1.06  0.89
Si  -0.60  -1.30  -0.97  1.38
H  2.99  -0.66  -0.49  0.21
H  3.51  1.06  -0.40  0.23
H  2.28  0.54  -1.57  0.21
H  -1.82  -0.41  1.50  0.23
H  -2.30  0.73  0.51  0.25
H  -1.30  1.13  1.94  0.21
H  -0.66  -0.08  -3.11  0.27
H  -2.05  -0.93  -3.13  0.28
H  -1.84  0.63  -2.28  0.27
H  -0.95  -3.05  0.56  0.24
H  -2.52  -2.06  0.32  0.25
H  -2.17  -3.23  -0.64  0.27
H  1.38  -1.12  1.34  0.45
H  0.41  -0.01  2.42  0.44
H  2.54  3.22  0.69  -0.12
H  1.48  2.92  2.47  -0.14
H  0.02  3.14  0.53  -0.14
H  0.66  -1.93  -1.26  -0.18